{"formula": "C11H22BN7O2Pt", "method": "wB97M-V/def2-TZVPD", "elements": ["Pt", "N", "C", "C", "O", "O", "H", "H", "H", "H", "N", "C", "C", "C", "N", "H", "H", "H", "H", "H", "H", "H", "H", "H", "H", "B", "N", "C", "C", "C", "N", "N", "C", "C", "C", "N", "H", "H", "H", "H", "H", "H", "H", "H"], "coordinates": [[-0.27325, -0.02929, 0.65805], [3.32961, -0.01393, 2.12282], [3.86706, 0.43778, 1.06252], [3.50111, -0.03474, -2.65600], [4.48272, -0.01563, -3.25933], [2.52471, -0.04276, -2.01761], [2.94887, 0.60136, 2.83364], [3.34062, -1.00849, 2.32916], [4.31910, -0.25251, 0.36069], [3.86494, 1.50348, 0.86578], [-0.96740, 1.36657, 2.05507], [-2.47727, 1.25597, 2.20527], [-3.04311, -0.04799, 1.66058], [-2.45507, -1.33367, 2.22505], [-0.94670, -1.43247, 2.05585], [-0.57233, 1.23315, 2.98141], [-0.74082, 2.32562, 1.80506], [-2.92183, 2.08869, 1.66498], [-2.71656, 1.38207, 3.26187], [-2.95383, -0.05622, 0.57176], [-4.11480, -0.05539, 1.87256], [-2.89853, -2.18135, 1.70761], [-2.67954, -1.44158, 3.28689], [-0.71554, -2.38734, 1.79388], [-0.53675, -1.30397, 2.97634], [-0.88120, -0.03385, -2.70301], [-0.40576, 1.27315, -1.95439], [-0.28525, 2.44903, -2.57507], [0.28135, 3.37151, -1.70749], [0.48391, 2.66033, -0.53848], [0.05929, 1.39552, -0.70334], [-0.40411, -1.33684, -1.95067], [-0.27574, -2.51339, -2.56862], [0.30506, -3.42757, -1.70193], [0.50883, -2.71144, -0.53623], [0.06946, -1.45213, -0.70145], [-0.30078, -0.03353, -3.75204], [-2.07585, -0.03318, -2.81924], [-0.59150, 2.54948, -3.60290], [0.51566, 4.40210, -1.90572], [0.91244, 2.98640, 0.39664], [-0.58581, -2.61947, -3.59474], [0.55069, -4.45564, -1.89929], [0.95390, -3.02787, 0.39410]], "forces_ev_per_a": [[-0.459, 0.006, 0.225], [0.336, -0.018, -0.041], [-0.103, -0.014, -0.071], [-0.067, 0.062, -0.136], [-0.029, -0.036, 0.000], [0.167, -0.015, 0.117], [-0.070, 0.026, -0.040], [-0.012, -0.003, 0.021], [-0.030, -0.006, -0.021], [0.033, 0.005, 0.024], [-0.288, -0.106, 0.036], [0.069, 0.012, 0.074], [0.025, -0.002, -0.088], [0.063, -0.014, 0.070], [-0.274, 0.095, 0.027], [0.134, 0.014, -0.057], [-0.025, -0.021, -0.088], [0.009, 0.002, -0.008], [-0.034, 0.006, -0.009], [-0.022, 0.001, -0.004], [0.009, 0.000, 0.049], [0.009, -0.005, -0.003], [-0.032, -0.002, -0.008], [-0.025, 0.022, -0.088], [0.124, -0.014, -0.055], [-0.115, 0.000, 0.088], [0.217, 0.001, -0.180], [0.094, -0.023, 0.000], [-0.009, 0.005, 0.003], [-0.033, 0.026, -0.003], [0.105, -0.083, 0.123], [0.216, 0.001, -0.180], [0.093, 0.023, 0.002], [-0.007, -0.006, 0.005], [-0.043, -0.024, -0.007], [0.121, 0.089, 0.117], [-0.121, -0.001, -0.052], [-0.026, 0.001, 0.144], [0.011, 0.001, -0.001], [-0.003, 0.001, 0.003], [-0.009, -0.006, 0.004], [0.011, -0.001, -0.001], [-0.004, -0.001, 0.003], [-0.007, 0.003, 0.003]], "nbo_charge": [0.768, -0.573, 0.188, 1.021, -0.458, -0.559, 0.443, 0.448, 0.245, 0.244, -0.787, -0.230, -0.449, -0.230, -0.787, 0.390, 0.416, 0.239, 0.215, 0.233, 0.267, 0.239, 0.215, 0.417, 0.391, 0.162, -0.258, 0.028, -0.316, -0.071, -0.315, -0.261, 0.029, -0.316, -0.065, -0.315, -0.018, -0.020, 0.254, 0.261, 0.200, 0.254, 0.261, 0.202], "molar_mass_g_mol": 490.23, "e_lumo_ev": -8.1, "gap_ev": 6.20, "e_homo_ev": -14.276, "e_tot_ha": -1109.811261, "charge": 2}